C43H47BBaCl2Ge2N9O2 | ωB97M-V with the def2-TZVPD basis set

Last column: Löwdin charge in e.
Element x y z (Å)
Ba: 0.56 0.59 0.01  2.030
C: -1.95 -1.01 3.54  0.023
C: -0.92 -0.16 3.32  -0.155
N: -0.15 -0.52 2.27  -0.094
N: -0.66 -1.67 1.77  0.015
C: -1.90 -2.02 2.43  -0.227
B: 0.27 -2.62 1.05  -0.714
N: -0.09 -2.70 -0.44  -0.002
C: -0.16 -3.78 -1.25  -0.054
C: -0.45 -3.34 -2.52  -0.040
C: -0.54 -1.95 -2.40  -0.128
N: -0.32 -1.59 -1.14  -0.095
N: 1.70 -2.08 1.19  -0.042
C: 2.56 -2.27 2.20  -0.077
C: 3.71 -1.56 1.92  -0.034
C: 3.44 -0.93 0.71  -0.156
N: 2.22 -1.24 0.29  -0.171
N: 0.25 -4.06 1.60  0.007
C: 1.29 -4.91 1.54  -0.087
C: 0.93 -6.09 2.14  -0.043
C: -0.39 -5.87 2.55  -0.143
N: -0.78 -4.65 2.21  0.013
H: -2.70 -0.95 4.30  0.113
H: -0.64 0.69 3.91  0.088
H: -1.81 -3.06 2.76  0.107
H: 0.00 -4.78 -0.90  0.120
H: -0.58 -3.94 -3.40  0.096
H: -0.75 -1.22 -3.16  0.106
H: 2.33 -2.90 3.04  0.131
H: 4.60 -1.53 2.51  0.098
H: 4.08 -0.32 0.11  0.113
H: 2.22 -4.64 1.07  0.130
H: 1.52 -6.97 2.28  0.097
H: -1.05 -6.53 3.07  0.101
Cl: -3.54 2.53 -6.06  0.685
C: -2.82 2.29 -4.51  -0.667
C: -3.57 2.57 -3.36  -0.098
C: -3.02 2.37 -2.13  -0.561
Cl: -3.91 2.78 -0.70  0.838
C: -1.70 1.86 -1.94  -0.412
O: -1.25 1.57 -0.79  -0.532
C: -0.93 1.69 -3.13  -0.144
C: 0.47 1.42 -3.05  -0.203
O: 1.14 1.30 -2.03  -0.321
C: -1.51 1.89 -4.40  -0.054
H: -4.58 2.95 -3.45  0.113
H: 0.98 1.36 -4.03  0.146
H: -0.91 1.73 -5.28  0.118
C: -6.11 -4.97 2.07  0.000
N: -4.75 -4.71 2.58  -0.169
C: -3.76 -5.08 1.55  0.007
C: -4.54 -3.31 3.09  -0.054
C: -4.40 -2.33 1.96  -0.190
C: -5.54 -1.92 1.29  -0.049
C: -5.47 -1.10 0.18  -0.047
C: -4.23 -0.67 -0.26  -0.043
C: -3.09 -1.01 0.44  -0.010
C: -3.15 -1.84 1.56  -0.104
H: -6.22 -6.03 1.84  0.113
H: -6.27 -4.40 1.16  0.100
H: -6.86 -4.68 2.81  0.112
H: -4.61 -5.33 3.38  0.189
H: -3.95 -4.51 0.65  0.118
H: -3.83 -6.14 1.32  0.115
H: -2.73 -4.85 1.88  0.063
H: -3.64 -3.33 3.70  0.132
H: -5.39 -3.05 3.72  0.143
H: -6.51 -2.21 1.66  0.113
H: -6.37 -0.79 -0.33  0.114
H: -4.14 -0.03 -1.12  0.092
H: -2.14 -0.61 0.13  0.072
C: -0.48 6.34 1.53  -0.235
Ge: -0.39 4.75 0.30  0.778
C: -1.42 5.32 -1.32  -0.222
C: 1.49 4.52 -0.32  -0.241
Ge: -1.03 2.67 1.69  0.903
C: -2.97 2.89 2.14  -0.430
C: -3.86 1.85 2.40  -0.157
C: -5.15 2.11 2.83  -0.088
C: -5.56 3.41 3.04  -0.087
C: -4.69 4.46 2.78  -0.074
C: -3.42 4.19 2.32  -0.146
C: -0.39 3.15 3.55  -0.373
C: -1.23 3.00 4.65  -0.133
C: -0.84 3.40 5.91  -0.075
C: 0.40 3.98 6.09  -0.082
C: 1.26 4.12 5.01  -0.082
C: 0.87 3.69 3.76  -0.136
H: 0.31 7.04 1.27  0.018
H: -0.36 6.06 2.58  0.003
H: -1.43 6.85 1.41  0.013
H: -1.12 6.34 -1.54  0.025
H: -2.49 5.31 -1.16  -0.002
H: -1.20 4.69 -2.18  0.008
H: 1.76 5.35 -0.96  0.022
H: 1.60 3.60 -0.90  -0.017
H: 2.19 4.49 0.51  0.008
H: -3.53 0.82 2.26  0.073
H: -5.83 1.29 3.02  0.097
H: -6.55 3.61 3.43  0.102
H: -5.01 5.48 2.94  0.107
H: -2.74 5.01 2.11  0.073
H: -2.21 2.55 4.51  0.096
H: -1.51 3.28 6.75  0.105
H: 0.70 4.32 7.07  0.104
H: 2.23 4.57 5.16  0.104
H: 1.55 3.78 2.92  0.088

Values from the calculation:
Net charge   +1
E_HOMO (spin up / spin down)   -9.54 / -9.25 eV
DFT total energy   -202301.598 eV

C43H47ClCrN4OSiTe | ωB97M-V with the def2-TZVPD basis set

Last column: Löwdin charge in e.
Element x y z (Å)
Cr: -0.39 -0.17 0.07  0.267
C: -2.59 -3.98 -2.42  -0.447
Te: -1.58 -2.65 -1.09  1.180
C: -0.47 -4.14 -0.06  -0.424
H: -1.85 -4.50 -3.03  0.001
H: -3.24 -3.39 -3.05  -0.009
H: -3.18 -4.69 -1.85  -0.001
H: -1.15 -4.86 0.39  0.007
H: 0.10 -3.63 0.71  -0.022
H: 0.21 -4.63 -0.76  0.007
C: -6.24 4.96 -2.58  -0.035
C: -6.44 3.46 -2.31  -0.514
C: -7.56 3.31 -1.27  -0.038
C: -6.92 2.82 -3.62  -0.042
C: -5.14 2.75 -1.81  -0.426
O: -5.31 1.32 -1.88  -0.019
C: -4.72 3.04 -0.36  -0.100
C: -4.29 4.45 0.07  -0.136
C: -3.54 4.37 1.37  -0.230
C: -2.15 4.40 1.40  -0.029
C: -1.45 4.27 2.59  -0.092
C: -2.15 4.11 3.77  -0.672
Cl: -1.29 3.97 5.27  0.672
C: -3.54 4.09 3.77  -0.100
C: -4.22 4.22 2.57  -0.034
C: -3.98 3.00 -2.78  -0.040
N: -2.73 2.46 -2.29  -0.089
C: -2.42 1.21 -1.95  -0.116
N: -1.24 1.19 -1.36  -0.004
C: -0.86 2.51 -1.35  -0.167
N: -1.74 3.30 -1.90  0.146
H: -7.20 5.40 -2.87  0.093
H: -5.55 5.14 -3.41  0.085
H: -5.88 5.51 -1.72  0.071
H: -8.49 3.72 -1.67  0.091
H: -7.33 3.85 -0.35  0.083
H: -7.75 2.27 -1.02  0.090
H: -7.88 3.26 -3.90  0.090
H: -7.04 1.75 -3.53  0.087
H: -6.23 3.01 -4.45  0.083
H: -5.92 1.05 -1.19  0.104
H: -3.90 2.36 -0.14  0.119
H: -5.53 2.71 0.30  0.121
H: -5.15 5.10 0.18  0.107
H: -3.64 4.90 -0.69  0.111
H: -1.60 4.53 0.47  0.100
H: -0.37 4.29 2.60  0.087
H: -4.07 3.98 4.71  0.107
H: -5.30 4.21 2.58  0.118
H: -3.79 4.06 -2.91  0.126
H: -4.21 2.57 -3.75  0.139
H: -3.07 0.37 -2.13  0.133
H: 0.08 2.85 -0.95  0.108
C: 2.65 4.60 0.15  -0.095
C: 2.99 4.05 -1.08  -0.089
C: 2.85 2.69 -1.30  -0.095
C: 2.37 1.84 -0.30  -0.310
C: 2.03 2.42 0.93  -0.131
C: 2.18 3.78 1.16  -0.097
Si: 1.97 0.00 -0.57  0.690
C: 3.19 -1.01 0.46  -0.298
C: 3.16 -2.40 0.35  -0.135
C: 3.98 -3.21 1.12  -0.094
C: 4.86 -2.64 2.03  -0.097
C: 4.91 -1.26 2.16  -0.086
C: 4.09 -0.46 1.38  -0.086
C: 2.39 -0.38 -2.38  -0.291
C: 3.61 -0.91 -2.78  -0.093
C: 3.91 -1.16 -4.11  -0.090
C: 2.97 -0.86 -5.09  -0.100
C: 1.74 -0.33 -4.73  -0.094
C: 1.46 -0.10 -3.39  -0.117
H: 2.76 5.67 0.31  0.099
H: 3.36 4.69 -1.88  0.101
H: 3.11 2.28 -2.27  0.100
H: 1.64 1.79 1.73  0.100
H: 1.93 4.20 2.13  0.094
H: 2.48 -2.87 -0.35  0.098
H: 3.94 -4.29 1.01  0.100
H: 5.50 -3.26 2.64  0.098
H: 5.59 -0.80 2.86  0.100
H: 4.14 0.62 1.49  0.095
H: 4.36 -1.15 -2.03  0.100
H: 4.87 -1.57 -4.39  0.100
H: 3.20 -1.05 -6.14  0.097
H: 1.00 -0.10 -5.49  0.097
H: 0.49 0.30 -3.12  0.072
N: -0.97 -0.99 7.36  0.142
C: -0.80 -0.94 6.22  -0.192
C: -0.58 -0.86 4.80  -0.243
C: -1.32 0.05 4.04  -0.042
C: -1.09 0.10 2.68  -0.144
C: -0.16 -0.72 2.02  -0.258
C: 0.56 -1.61 2.83  -0.108
C: 0.36 -1.68 4.19  -0.030
H: -2.04 0.70 4.52  0.108
H: -1.68 0.84 2.11  0.084
H: 1.33 -2.24 2.38  0.081
H: 0.94 -2.37 4.80  0.116

Values from the calculation:
E_HOMO (spin up / spin down)   -7.28 / -7.12 eV
Multiplicity   5
DFT total energy   -109475.626 eV

C43H47HfN8O6PS3SbSe4 | ωB97M-V with the def2-TZVPD basis set

Last column: Löwdin charge in e.
Element x y z (Å)
Hf: 0.03 1.59 -0.31  1.445
C: 1.07 -3.96 1.09  -0.085
O: 1.73 -2.83 1.67  -0.010
C: 1.46 -1.80 0.83  -0.333
N: 0.84 -2.01 -0.24  0.230
C: 0.70 -3.48 -0.32  -0.224
C: -0.63 -3.99 -0.83  -0.177
C: -1.39 -3.26 -1.74  -0.052
C: -2.52 -3.83 -2.29  -0.079
C: -2.93 -5.10 -1.94  -0.083
C: -2.19 -5.82 -1.02  -0.070
C: -1.05 -5.27 -0.47  -0.037
C: 2.10 -0.57 1.35  -0.184
C: 3.43 -0.69 1.72  0.031
C: 4.10 0.40 2.21  0.008
C: 3.38 1.57 2.40  0.052
C: 2.06 1.60 2.02  -0.206
N: 1.41 0.56 1.45  0.090
C: 1.19 2.76 2.29  -0.387
N: 0.12 2.96 1.63  0.017
C: -0.49 4.18 2.15  -0.256
C: 0.33 4.42 3.43  -0.017
O: 1.51 3.57 3.27  0.055
C: -1.96 4.04 2.46  -0.253
C: -2.76 5.17 2.47  -0.081
C: -4.12 5.07 2.74  -0.081
C: -4.68 3.82 3.00  -0.075
C: -3.87 2.69 3.02  -0.063
C: -2.52 2.80 2.75  -0.061
H: 1.78 -4.79 1.10  0.137
H: 0.20 -4.21 1.71  0.126
H: 1.46 -3.82 -1.03  0.143
H: -1.05 -2.28 -2.03  0.086
H: -3.10 -3.28 -3.02  0.101
H: -3.81 -5.53 -2.39  0.106
H: -2.50 -6.82 -0.74  0.108
H: -0.47 -5.85 0.22  0.111
H: 3.92 -1.64 1.60  0.136
H: 5.15 0.35 2.45  0.127
H: 3.83 2.44 2.84  0.135
H: -0.34 4.97 1.39  0.158
H: 0.67 5.44 3.58  0.141
H: -0.18 4.04 4.32  0.135
H: -2.33 6.14 2.25  0.103
H: -4.74 5.95 2.72  0.111
H: -5.74 3.74 3.18  0.110
H: -4.30 1.73 3.24  0.100
H: -1.89 1.90 2.75  0.066
Se: -3.49 6.90 -0.61  0.060
Sb: -3.74 4.49 -1.21  -0.061
Se: -5.85 3.46 -1.07  -0.005
Se: -3.31 6.22 -2.98  0.076
Se: -1.76 3.20 -0.78  0.300
S: 2.67 2.12 -3.33  0.916
P: 3.94 0.42 -3.16  0.247
S: 5.24 0.35 -1.74  0.273
C: 4.61 0.81 -4.79  -0.433
C: 5.92 1.25 -4.91  -0.095
C: 6.45 1.52 -6.16  -0.068
C: 5.67 1.34 -7.29  -0.065
C: 4.36 0.89 -7.17  -0.065
C: 3.83 0.63 -5.93  -0.101
C: 2.94 -1.07 -3.35  -0.370
C: 3.61 -2.29 -3.25  -0.089
C: 2.92 -3.47 -3.41  -0.079
C: 1.55 -3.45 -3.64  -0.086
C: 0.88 -2.25 -3.73  -0.080
C: 1.57 -1.05 -3.59  -0.088
H: 6.52 1.38 -4.01  0.074
H: 7.47 1.86 -6.25  0.109
H: 6.08 1.54 -8.26  0.108
H: 3.76 0.75 -8.06  0.108
H: 2.81 0.27 -5.84  0.103
H: 4.68 -2.30 -3.06  0.094
H: 3.45 -4.41 -3.35  0.108
H: 1.01 -4.38 -3.75  0.113
H: -0.18 -2.23 -3.91  0.100
H: 1.04 -0.12 -3.66  0.076
C: 2.26 -0.82 7.44  -0.076
N: 1.38 -0.05 6.60  -0.061
C: 1.01 -0.38 5.36  -0.881
N: 1.50 -1.52 4.84  0.123
S: -0.02 0.62 4.47  0.675
H: 2.42 -0.27 8.37  0.093
H: 3.23 -0.97 6.97  0.091
H: 1.82 -1.79 7.70  0.092
H: 0.98 0.82 6.95  0.122
H: 1.98 -2.20 5.41  0.095
H: 1.16 -1.83 3.95  0.074
O: 0.17 1.65 -2.52  -0.339
N: 1.49 1.85 -2.08  -0.835
O: 1.43 2.98 -1.15  -0.314
O: 1.76 0.72 -1.27  -0.327
C: -3.36 0.36 -2.28  -0.032
N: -3.70 0.11 -0.89  -0.054
C: -5.10 -0.17 -0.59  -0.157
C: -5.23 -1.53 0.06  -0.129
C: -4.40 -1.52 1.33  -0.132
N: -3.11 -0.87 1.14  -0.048
C: -2.12 -1.16 2.16  -0.040
C: -2.77 -0.20 0.04  -0.433
O: -1.56 0.18 -0.09  -0.206
H: -3.59 -0.53 -2.88  0.090
H: -2.29 0.61 -2.39  0.065
H: -3.97 1.19 -2.64  0.076
H: -5.66 -0.09 -1.53  0.128
H: -5.48 0.62 0.06  0.091
H: -4.86 -2.30 -0.62  0.114
H: -6.26 -1.75 0.30  0.125
H: -4.20 -2.54 1.68  0.130
H: -4.93 -0.99 2.13  0.130
H: -1.85 -2.22 2.12  0.096
H: -2.54 -0.93 3.15  0.087
H: -1.22 -0.54 2.03  0.036

Values from the calculation:
Net charge   +1
ΔE to the lowest compared entry with this formula, charge and spin   300.0 kJ/mol
E_HOMO   -9.83 eV
DFT total energy   -380581.552 eV